Computed, not measured: an isolated molecule of C6H10O, with ωB97M-V/def2-TZVPD.

HOMO energy	-9.19	eV
ΔE to the lowest compared entry with this formula, charge and spin	25.9	kJ/mol
orbital gap	10.171	eV
2S+1	1
E_LUMO	1.0	eV
SMILES string	CC1(O)CC=CC1

Last column: Löwdin charge in e.
CARTESIAN COORDINATES (ANGSTROEM)
H 0.441 0.462 2.074  0.10
H -0.323 2.526 -1.560  0.10
C -0.403 1.583 -1.026  -0.09
C 0.926 -1.672 0.446  -0.02
C 0.371 -0.253 0.259  -0.56
H -1.620 -0.932 -0.314  0.12
C 0.664 0.504 -1.055  -0.11
H 1.690 0.886 -1.080  0.12
H 0.522 -0.142 -1.935  0.12
H -2.317 1.802 -0.053  0.10
H 1.155 -1.803 1.509  0.08
O 0.951 0.585 1.262  -0.03
H 0.221 -2.458 0.158  0.08
H -1.548 -0.322 1.343  0.12
C -1.168 -0.157 0.326  -0.13
H 1.862 -1.824 -0.098  0.08
C -1.425 1.216 -0.255  -0.09

Computed, not measured: an isolated molecule of C6H10O, with ωB97M-V/def2-TZVPD.

HOMO energy	-7.11	eV
ΔE to the lowest compared entry with this formula, charge and spin	398.7	kJ/mol
orbital gap	7.679	eV
2S+1	1
E_LUMO	0.6	eV

Last column: Löwdin charge in e.
CARTESIAN COORDINATES (ANGSTROEM)
H -0.471 -1.647 -1.677  0.09
H 2.231 0.982 0.174  0.11
O -1.966 0.536 0.367  -0.08
C 0.511 -1.285 0.194  -0.21
C 0.157 1.363 -0.504  -0.09
H -0.218 0.018 1.840  0.11
H -1.673 0.438 -1.685  0.13
H -0.548 1.995 0.040  0.11
C -1.157 0.172 -0.756  -0.33
C -0.592 -1.137 -0.723  -0.13
H 0.519 1.888 -1.390  0.10
H 0.944 -2.264 0.393  0.12
C 1.172 0.767 0.298  -0.14
H -2.424 -0.274 0.622  0.09
H 1.482 -0.539 2.012  0.11
H 1.335 -0.768 -0.514  0.16
C 0.699 -0.245 1.309  -0.17

Computed, not measured: an isolated molecule of C6H10O at a distorted geometry, with ωB97M-V/def2-TZVPD.

HOMO energy	-8.02	eV
ΔE to the lowest compared entry with this formula, charge and spin	228.0	kJ/mol
orbital gap	8.923	eV
2S+1	1
E_LUMO	0.9	eV
SMILES string	C[C@H]1C[C@@]2(O)C[C@@H]12

Last column: Löwdin charge in e.
CARTESIAN COORDINATES (ANGSTROEM)
C 1.992 0.599 -0.098  -0.07
C -1.193 -0.296 0.262  -0.48
H -3.076 -0.193 0.534  0.10
H 0.025 -1.877 1.095  0.12
H -0.928 -0.966 -1.505  0.14
H -1.960 1.353 -0.951  0.12
H 1.591 1.519 0.343  0.07
H -0.502 1.736 0.086  0.11
H 1.411 -1.352 -0.746  0.13
C -0.361 -0.145 -1.104  -0.10
O -2.427 -0.905 0.446  0.03
C 0.920 -0.472 -0.320  -0.31
H 2.738 0.214 0.611  0.08
C 0.057 -0.795 0.932  -0.07
H 2.522 0.875 -1.016  0.08
C -1.083 0.982 -0.433  -0.05
H 0.276 -0.276 1.864  0.11

Computed, not measured: an isolated molecule of C6H10O at a distorted geometry, with ωB97M-V/def2-TZVPD.

HOMO energy	-8.88	eV
ΔE to the lowest compared entry with this formula, charge and spin	93.1	kJ/mol
orbital gap	9.988	eV
2S+1	1
E_LUMO	1.1	eV
SMILES string	C[C@H]1CC=CCO1

Last column: Löwdin charge in e.
CARTESIAN COORDINATES (ANGSTROEM)
O -0.380 -0.782 -0.976  -0.11
C 0.659 -0.416 -0.089  -0.38
H -2.391 -0.796 -1.014  0.13
C -1.798 0.432 0.557  -0.09
H -1.281 2.449 0.724  0.10
H 2.763 -0.648 0.124  0.08
H 0.989 1.992 -0.250  0.12
H 1.075 1.181 1.270  0.11
H -2.771 0.561 1.017  0.10
H -1.698 -1.754 0.311  0.12
H 2.243 -0.229 -1.531  0.08
C 0.538 1.143 0.315  -0.12
C -1.595 -0.814 -0.260  -0.22
H 0.489 -1.037 0.821  0.15
C -0.917 1.432 0.558  -0.11
C 2.008 -0.826 -0.650  -0.05
H 2.065 -1.888 -0.926  0.08

Computed, not measured: an isolated molecule of C6H10O, with ωB97M-V/def2-TZVPD.

HOMO energy	-8.25	eV
ΔE to the lowest compared entry with this formula, charge and spin	354.3	kJ/mol
orbital gap	8.264	eV
2S+1	1
E_LUMO	0.0	eV

Last column: Löwdin charge in e.
CARTESIAN COORDINATES (ANGSTROEM)
C 1.292 -0.177 0.974  -0.16
H -0.140 1.520 -2.776  0.10
C -0.784 1.083 -1.994  -0.16
H 1.800 -1.122 1.199  0.11
H -1.190 0.125 -2.362  0.07
C 0.089 1.104 -0.802  0.06
C 0.522 -0.259 -0.350  -0.35
H -0.357 -2.163 0.230  0.13
H -1.542 -1.083 -0.542  0.12
C 0.132 0.073 1.942  -0.19
C -0.670 -1.113 0.118  -0.18
H -1.591 1.818 -1.875  0.08
H 2.023 0.635 0.978  0.11
H 1.074 -0.753 -1.168  0.16
H 0.299 -0.341 2.942  0.12
H -0.069 1.149 2.024  0.12
O -1.023 -0.554 1.368  -0.13

Computed, not measured: a cluster of 2 separate species, C6H10O in total, with ωB97M-V/def2-TZVPD.

HOMO energy	-9.55	eV
ΔE to the lowest compared entry with this formula, charge and spin	143.0	kJ/mol
orbital gap	9.586	eV
2S+1	1
E_LUMO	0.0	eV
SMILES string	C=CC=O.C=CC

Last column: Löwdin charge in e.
CARTESIAN COORDINATES (ANGSTROEM)
C -1.123 -1.480 1.340  -0.13
H -2.041 -2.016 1.577  0.09
H -1.217 -0.427 3.271  0.11
H -0.969 2.496 -1.355  0.07
C -0.622 1.526 -0.976  -0.12
H -0.273 1.653 0.054  0.06
O 0.330 0.233 2.157  0.02
C -0.635 -0.483 2.327  -0.28
H 2.475 0.363 -2.107  0.05
H 0.213 0.774 -2.886  0.09
H 0.477 -1.163 0.011  0.05
C 0.476 0.988 -1.848  -0.25
C -0.437 -1.714 0.221  0.05
H 2.011 0.937 -0.396  0.06
C 1.718 0.749 -1.430  -0.03
H -0.772 -2.439 -0.515  0.07
H -1.484 0.850 -0.971  0.07